No. 1
A structure of composition C34H83Br3NO21P5 at a distorted geometry. Source: the OMol25 dataset; level of theory: wB97M-V/def2-TZVPD.

Summary:
- Charge: 0
- LUMO: -0.827 eV
- Strongest force on any atom: 4.51 eV/Å
- DFT total energy: -12409.19043 Ha
- Energy relative to the best compared isomer or geometry (same formula, charge and spin): 155.9 kcal per mole
- HOMO-LUMO gap: 8.72 eV

Last column: Löwdin charge in e.
Atoms and positions in Å:
C -0.129 12.440 19.736  -0.355
O 0.626 12.605 18.788  0.006
N -0.384 11.207 20.301  -0.145
C -1.240 11.223 21.529  -0.049
C 0.315 10.014 19.869  -0.053
H -0.600 13.268 20.289  0.068
H -1.427 12.188 22.002  0.035
H -0.621 10.687 22.248  0.073
H -2.205 10.716 21.533  0.062
H 0.559 9.292 20.648  0.085
H -0.174 9.466 19.063  0.080
H 1.268 10.311 19.432  0.084
C -2.504 15.226 21.553  -1.347
Br -3.257 13.982 20.066  0.663
Br -2.987 14.476 23.306  0.560
Br -3.188 17.150 21.526  0.520
H -1.425 15.274 21.401  -0.056
C -2.289 7.009 20.765  -0.056
C -3.557 7.619 20.100  -0.307
O -4.364 8.240 21.038  -0.168
P -5.949 8.156 20.732  0.483
O -6.358 7.999 19.328  -0.230
O -6.584 9.525 21.480  -0.185
C -6.357 10.790 20.908  -0.292
C -5.089 11.373 21.452  -0.103
O -6.452 6.902 21.517  -0.174
C -6.857 5.690 20.875  -0.246
C -6.261 4.488 21.662  -0.054
H -1.660 7.690 21.338  0.052
H -2.548 6.278 21.531  0.073
H -1.572 6.718 19.997  0.076
H -3.284 8.332 19.322  0.107
H -3.955 6.854 19.433  0.114
H -6.196 10.677 19.836  0.112
H -7.269 11.328 21.167  0.123
H -5.066 11.311 22.540  0.088
H -4.195 10.795 21.218  0.042
H -4.920 12.383 21.079  -0.018
H -7.945 5.676 20.803  0.122
H -6.484 5.669 19.851  0.104
H -5.173 4.548 21.631  0.072
H -6.782 4.319 22.604  0.076
H -6.525 3.625 21.051  0.070
C -5.138 12.894 13.420  -0.064
C -5.426 14.209 14.255  -0.257
O -5.336 14.012 15.608  -0.210
P -5.891 12.726 16.444  0.460
O -7.266 12.473 16.183  -0.183
O -4.745 11.581 16.261  -0.191
C -3.384 11.946 16.704  -0.234
C -2.340 10.847 16.476  -0.049
O -5.740 13.235 17.997  -0.253
C -6.451 14.402 18.438  -0.290
C -7.808 13.902 18.819  -0.071
H -4.380 13.104 12.666  0.063
H -4.699 11.993 13.850  0.064
H -6.013 12.682 12.807  0.068
H -4.449 14.685 14.173  0.110
H -6.224 14.833 13.855  0.124
H -3.042 12.842 16.186  0.117
H -3.566 12.228 17.741  0.059
H -2.459 10.573 15.428  0.074
H -1.280 11.072 16.599  0.077
H -2.562 9.930 17.023  0.064
H -5.955 14.952 19.238  0.085
H -6.523 15.117 17.619  0.114
H -7.641 13.111 19.549  0.066
H -8.254 14.743 19.350  0.082
H -8.391 13.552 17.967  0.075
C 1.122 13.877 23.050  -0.025
C 1.496 12.519 23.747  -0.229
O 2.918 12.421 23.924  -0.170
P 3.399 12.220 25.429  0.456
O 2.836 11.056 26.165  -0.238
O 5.017 12.176 25.218  -0.202
C 5.622 10.999 24.662  -0.243
C 6.467 11.446 23.429  -0.061
O 3.061 13.615 26.158  -0.176
C 2.292 13.729 27.342  -0.263
C 0.822 13.273 27.281  -0.087
H 1.584 14.695 23.603  0.043
H 1.528 13.925 22.039  0.068
H 0.089 14.098 22.782  0.034
H 0.841 12.301 24.590  0.103
H 1.324 11.654 23.106  0.103
H 6.271 10.682 25.479  0.118
H 4.930 10.194 24.413  0.115
H 7.053 10.551 23.218  0.071
H 6.010 11.750 22.487  0.060
H 7.092 12.318 23.627  0.074
H 2.677 13.193 28.210  0.120
H 2.203 14.760 27.683  0.108
H 0.760 12.192 27.399  0.070
H 0.391 13.727 28.174  0.075
H 0.151 13.603 26.488  0.069
C 4.231 20.218 21.378  -0.059
C 3.220 19.694 22.354  -0.301
O 2.342 18.695 21.834  -0.178
P 0.967 18.451 22.649  0.498
O 0.280 17.189 22.174  -0.278
O 0.031 19.811 22.508  -0.205
C -0.571 20.384 23.639  -0.295
C -1.096 21.681 23.127  -0.074
O 1.428 18.473 24.169  -0.209
C 1.960 17.208 24.844  -0.167
C 3.261 16.724 24.270  -0.084
H 4.933 19.444 21.066  0.083
H 3.796 20.858 20.611  0.087
H 4.911 20.855 21.945  0.079
H 3.622 19.384 23.318  0.102
H 2.684 20.572 22.713  0.112
H -1.295 19.618 23.918  0.124
H 0.182 20.497 24.419  0.114
H -1.777 22.136 23.846  0.079
H -0.341 22.419 22.854  0.082
H -1.710 21.645 22.227  0.081
H 1.971 17.255 25.933  0.119
H 1.172 16.465 24.719  0.094
H 3.236 16.349 23.246  0.075
H 4.091 17.418 24.396  0.080
H 3.710 15.850 24.740  0.074
C 4.822 13.516 19.552  -0.051
C 3.812 14.730 19.655  -0.242
O 4.141 15.809 18.798  -0.190
P 3.306 16.119 17.449  0.553
O 3.827 17.204 16.522  -0.267
O 3.276 14.648 16.651  -0.219
C 3.381 14.649 15.233  -0.252
C 1.856 14.812 14.688  -0.040
O 1.798 16.335 17.994  -0.199
C 1.388 17.385 18.786  -0.266
C -0.209 17.599 18.627  -0.025
H 4.761 12.914 18.645  0.061
H 5.898 13.689 19.562  0.071
H 4.502 12.636 20.110  0.059
H 2.817 14.377 19.385  0.092
H 3.677 15.161 20.647  0.107
H 4.224 15.262 14.914  0.105
H 3.691 13.673 14.861  0.100
H 1.206 14.170 15.282  0.070
H 1.532 15.844 14.822  0.060
H 1.985 14.550 13.638  0.061
H 1.601 17.269 19.848  0.079
H 2.002 18.240 18.502  0.114
H -0.827 16.770 18.971  0.055
H -0.427 18.546 19.121  0.062
H -0.382 17.906 17.595  0.066

No. 2
A cluster of 9 separate species, C34H83BrO10S8Si in total. Source: the OMol25 dataset; level of theory: wB97M-V/def2-TZVPD.

Summary:
- Charge: 0
- LUMO: 0.383 eV
- Strongest force on any atom: 0.70 eV/Å
- DFT total energy: -8146.42789 Ha
- HOMO-LUMO gap: 8.44 eV

Last column: Löwdin charge in e.
Atoms and positions in Å:
C -1.180 -0.950 2.363  0.099
C -0.290 -1.692 2.049  -0.254
C 0.786 -2.598 1.668  -0.264
Si 2.416 -1.671 1.370  0.176
Br 2.545 0.010 2.865  0.461
C 2.464 -1.055 -0.378  -0.247
C 3.516 0.040 -0.667  -0.265
C 3.064 1.472 -0.304  -0.227
C 3.174 2.447 -1.491  -0.198
C 3.598 3.883 -1.138  -0.207
C 4.806 3.996 -0.186  -0.206
C 4.456 4.713 1.131  -0.213
C 4.535 6.235 0.959  -0.206
C 3.840 7.040 2.061  -0.217
C 4.225 6.662 3.491  -0.209
C 5.688 7.014 3.835  -0.159
C 6.608 5.793 4.036  -0.224
O 7.832 5.914 3.330  -0.195
C 8.931 6.268 4.136  -0.121
O 3.702 -2.677 1.611  -0.247
C 4.007 -3.063 2.963  -0.325
C 4.816 -4.357 2.948  -0.073
H -1.869 -0.230 2.736  0.021
H 0.537 -3.073 0.714  0.087
H 0.905 -3.385 2.416  0.080
H 2.760 -1.935 -0.962  0.083
H 1.475 -0.736 -0.714  0.088
H 4.448 -0.222 -0.156  0.093
H 3.737 -0.028 -1.731  0.079
H 3.606 1.835 0.566  0.070
H 2.016 1.417 0.000  0.097
H 3.841 2.068 -2.268  0.100
H 2.184 2.507 -1.953  0.108
H 2.753 4.454 -0.745  0.106
H 3.863 4.381 -2.076  0.101
H 5.606 4.569 -0.665  0.104
H 5.229 3.015 0.031  0.101
H 3.435 4.441 1.422  0.117
H 5.108 4.374 1.937  0.091
H 5.586 6.517 0.861  0.113
H 4.026 6.462 0.016  0.109
H 4.105 8.095 1.929  0.108
H 2.756 6.992 1.924  0.109
H 3.568 7.214 4.167  0.103
H 4.025 5.605 3.683  0.103
H 5.691 7.593 4.761  0.103
H 6.120 7.649 3.060  0.111
H 6.120 4.885 3.682  0.101
H 6.797 5.660 5.106  0.115
H 8.884 7.320 4.445  0.088
H 9.839 6.131 3.551  0.084
H 8.992 5.642 5.032  0.084
H 4.575 -2.269 3.448  0.096
H 3.079 -3.224 3.522  0.099
H 5.436 -4.415 3.841  0.050
H 5.452 -4.373 2.064  0.078
H 4.152 -5.222 2.932  0.068
C -6.632 -0.155 0.675  -0.292
S -5.231 -1.144 1.181  0.817
O -4.377 -0.287 2.051  -0.573
C -4.453 -1.189 -0.434  -0.259
H -7.253 0.036 1.549  0.056
H -6.271 0.790 0.263  0.048
H -7.195 -0.717 -0.069  0.010
H -4.241 -0.170 -0.759  0.058
H -5.128 -1.692 -1.127  0.033
H -3.524 -1.748 -0.336  0.046
C -9.784 -2.099 -2.451  -0.259
S -8.457 -3.261 -2.087  0.831
O -7.539 -2.554 -1.141  -0.573
C -7.681 -3.174 -3.699  -0.267
H -10.374 -1.979 -1.544  0.042
H -9.375 -1.134 -2.754  0.024
H -10.411 -2.510 -3.243  0.055
H -7.411 -2.139 -3.911  0.059
H -8.370 -3.561 -4.448  0.048
H -6.794 -3.802 -3.669  0.052
C -10.642 -6.996 -4.599  -0.270
S -9.495 -7.270 -3.243  0.814
O -8.460 -6.208 -3.337  -0.570
C -8.764 -8.767 -3.915  -0.270
H -11.176 -6.070 -4.396  0.046
H -10.087 -6.908 -5.533  0.058
H -11.351 -7.823 -4.648  0.053
H -8.340 -8.555 -4.897  0.058
H -9.525 -9.544 -3.981  0.053
H -7.977 -9.083 -3.233  0.051
C -7.986 3.394 -2.591  -0.263
S -8.351 1.673 -2.226  0.796
O -9.461 1.265 -3.136  -0.565
C -9.098 1.958 -0.626  -0.273
H -7.554 3.438 -3.588  0.050
H -8.908 3.974 -2.559  0.056
H -7.268 3.771 -1.862  0.056
H -9.952 2.623 -0.745  0.046
H -8.369 2.396 0.056  0.059
H -9.439 1.003 -0.232  0.042
C 4.851 -8.410 5.994  -0.271
S 4.778 -6.616 5.916  0.792
O 6.127 -6.156 5.497  -0.547
C 4.679 -6.354 7.691  -0.271
H 4.961 -8.779 4.977  0.050
H 5.711 -8.711 6.592  0.058
H 3.927 -8.793 6.426  0.053
H 5.551 -6.797 8.171  0.058
H 3.759 -6.797 8.074  0.053
H 4.666 -5.280 7.864  0.051
C -14.178 0.011 -0.856  -0.269
S -12.513 0.657 -1.060  0.787
O -12.066 1.103 0.287  -0.547
C -12.994 2.129 -1.968  -0.258
H -14.108 -0.900 -0.265  0.049
H -14.792 0.745 -0.333  0.057
H -14.600 -0.217 -1.835  0.053
H -13.692 2.713 -1.368  0.060
H -13.446 1.836 -2.916  0.058
H -12.091 2.703 -2.163  0.036
C 7.649 -2.979 -2.392  -0.266
S 6.591 -1.601 -1.936  0.810
O 5.260 -1.877 -2.540  -0.546
C 7.396 -0.387 -2.982  -0.275
H 7.283 -3.860 -1.871  0.049
H 7.595 -3.135 -3.470  0.057
H 8.673 -2.766 -2.083  0.055
H 7.350 -0.718 -4.021  0.063
H 8.427 -0.254 -2.656  0.022
H 6.856 0.552 -2.866  0.045
C 9.028 3.174 -3.947  -0.260
S 10.177 1.862 -3.515  0.784
O 10.012 1.600 -2.062  -0.547
C 11.669 2.843 -3.701  -0.270
H 8.020 2.778 -3.847  0.040
H 9.164 4.013 -3.265  0.061
H 9.201 3.481 -4.979  0.055
H 11.621 3.703 -3.034  0.059
H 11.766 3.162 -4.739  0.053
H 12.514 2.212 -3.431  0.050

No. 3
A cluster of 7 separate species, C34H83Cl4N5 in total at a distorted geometry. Source: the OMol25 dataset; level of theory: wB97M-V/def2-TZVPD.

Summary:
- Charge: 0
- SMILES string: CCN(CC)CC.CCN(CC)CC.CCN(CC)CC.CCN(CC)CC.CCN(CC)CC.ClCCCl.ClCCCl
- LUMO: 0.479 eV
- Strongest force on any atom: 15.44 eV/Å
- DFT total energy: -3458.80181 Ha
- Energy relative to the best compared isomer or geometry (same formula, charge and spin): 138.5 kcal per mole
- HOMO-LUMO gap: 8.27 eV

Last column: Löwdin charge in e.
Atoms and positions in Å:
C -0.701 -3.034 4.060  -0.069
C -1.749 -2.574 5.027  -0.166
N -2.764 -3.717 5.093  -0.137
C -3.401 -3.984 6.355  -0.322
C -3.966 -2.881 7.058  -0.095
C -3.743 -3.710 3.942  -0.223
C -3.653 -5.042 3.198  -0.088
H 0.251 -2.453 3.992  0.051
H -1.039 -3.193 2.973  0.078
H 0.280 -3.652 4.265  0.105
H -2.137 -1.835 4.701  -0.004
H -1.604 -2.392 5.981  0.076
H -2.544 -4.000 6.917  0.084
H -3.756 -4.943 6.494  0.114
H -3.654 -1.899 6.945  0.064
H -4.138 -3.223 8.047  0.075
H -5.026 -3.036 6.636  0.102
H -3.475 -3.146 3.126  0.061
H -4.761 -3.420 4.328  0.124
H -4.510 -5.167 2.538  0.073
H -3.638 -5.836 3.918  0.062
H -2.755 -5.163 2.676  0.043
C 6.006 4.942 -0.342  -0.054
C 5.300 4.230 0.827  -0.190
N 5.608 2.740 0.767  -0.181
C 5.672 2.197 1.970  -0.425
C 4.763 2.558 2.946  -0.110
C 4.784 2.068 -0.208  -0.285
C 5.156 0.664 -0.541  -0.088
H 6.929 4.471 -0.474  0.065
H 6.058 5.890 -0.156  -0.001
H 5.408 4.991 -1.285  0.084
H 4.237 4.489 0.978  0.095
H 5.565 4.633 1.886  0.134
H 6.630 2.691 2.312  0.132
H 6.195 1.149 1.994  0.180
H 4.072 3.504 3.158  0.156
H 5.425 2.225 3.630  0.055
H 4.043 1.852 2.883  0.035
H 4.616 2.407 -1.217  0.094
H 3.666 2.312 -0.083  0.122
H 6.063 0.676 -1.178  0.089
H 4.517 0.263 -1.452  0.115
H 5.204 0.062 0.261  0.010
C -3.857 0.370 -3.494  -0.088
C -2.721 -0.420 -4.271  -0.229
N -3.056 -0.217 -5.666  -0.237
C -1.989 -0.192 -6.632  -0.282
C -0.988 -1.094 -6.271  -0.124
C -4.111 -1.026 -6.302  -0.188
C -4.673 -0.340 -7.719  -0.063
H -3.937 1.381 -3.895  0.055
H -3.677 0.317 -2.369  0.057
H -4.936 -0.258 -3.580  0.121
H -3.008 -1.549 -4.105  0.146
H -1.805 -0.323 -4.111  -0.002
H -1.479 0.713 -6.208  0.135
H -2.325 0.142 -7.577  0.099
H -0.771 -1.513 -5.362  0.048
H -0.100 -0.646 -6.462  0.052
H -0.968 -1.937 -7.017  0.110
H -5.097 -1.182 -5.751  0.112
H -3.580 -2.001 -6.670  0.127
H -5.619 -0.829 -8.175  0.100
H -3.856 -0.187 -8.454  0.056
H -4.985 0.534 -7.454  -0.022
C -0.973 -3.562 -0.245  -0.068
C -0.460 -2.410 -1.072  -0.236
N 0.754 -1.716 -0.520  -0.148
C 1.671 -1.105 -1.329  -0.317
C 1.204 -0.698 -2.542  -0.067
C 0.339 -0.897 0.682  -0.223
C 1.496 -0.364 1.717  -0.043
H -0.055 -4.227 -0.098  0.097
H -1.943 -4.061 -0.350  0.082
H -0.940 -3.092 0.758  0.032
H -1.226 -1.710 -1.329  0.104
H -0.086 -2.882 -1.885  0.072
H 2.318 -1.889 -1.336  0.095
H 2.328 -0.370 -0.829  0.126
H 0.412 -1.090 -3.257  0.130
H 1.831 -0.915 -3.096  -0.027
H 0.946 0.235 -2.548  0.037
H -0.168 -1.550 1.206  -0.008
H -0.373 -0.170 0.339  0.071
H 1.940 -1.558 2.035  0.101
H 1.036 0.297 2.546  0.073
H 2.192 0.305 1.252  0.005
C -1.144 3.011 -2.634  -0.079
C -0.481 3.173 -1.143  -0.211
N 0.023 4.566 -0.898  -0.124
C -0.066 4.987 0.425  -0.390
C 0.252 4.110 1.472  -0.126
C 1.550 4.812 -1.246  -0.207
C 2.037 4.416 -2.643  -0.084
H -1.774 3.883 -2.776  0.055
H -1.811 2.178 -2.761  0.010
H -0.229 2.898 -3.382  0.088
H 0.448 2.339 -1.120  0.136
H -1.237 2.642 -0.468  0.106
H -1.084 5.142 0.551  0.098
H 0.271 5.982 0.458  0.118
H 0.141 2.928 1.576  0.108
H -0.284 4.366 2.467  0.108
H 1.229 4.357 1.841  0.047
H 2.069 4.339 -0.600  0.000
H 1.886 5.815 -0.945  0.121
H 1.253 4.875 -3.289  0.080
H 1.957 3.290 -2.624  0.061
H 3.093 4.597 -2.969  0.078
Cl 4.112 -2.587 3.001  0.560
C 3.895 -3.583 1.553  -0.665
C 2.799 -4.614 1.691  -0.643
Cl 3.276 -5.826 2.904  0.541
H 4.831 -3.817 1.317  0.010
H 3.782 -2.852 0.755  0.062
H 2.672 -5.177 0.687  0.111
H 1.905 -4.174 2.122  0.037
Cl -5.617 1.978 3.259  0.552
C -4.716 0.461 2.967  -0.672
C -3.781 0.600 1.740  -0.635
Cl -2.187 0.797 2.422  0.616
H -5.475 -0.386 2.649  0.109
H -4.109 0.053 3.770  0.033
H -3.888 1.572 1.283  0.043
H -3.742 -0.179 1.090  0.028